# 1
{
  "formula": "C5H3P",
  "method": "ωB97M-V/def2-TZVPD",
  "species": ["C", "C", "C", "C", "C", "P", "H", "H", "H"],
  "coordinates": [[2.7008, -1.3058, -0.1492], [-2.5729, -0.9165, 0.0901], [1.7450, -0.7174, 0.2384], [-1.5798, -0.1586, 0.1636], [-0.6746, 0.7789, 0.0211], [0.4998, 1.9045, -0.0980], [3.7238, -1.2972, -0.4663], [-3.4150, -1.3352, 0.5071], [-0.4271, 3.0473, -0.3068]],
  "s2": 2.09,
  "gap_ha": [0.2575, 0.1847],
  "multiplicity": 3,
  "de_lowest_ev": 3.098
}

=====

# 2
{
  "formula": "C6H9NS",
  "method": "ωB97M-V/def2-TZVPD",
  "species": ["C", "C", "S", "C", "C", "C", "N", "C", "H", "H", "H", "H", "H", "H", "H", "H", "H"],
  "coordinates": [[-0.2041, -1.2390, -0.5085], [-1.1898, -0.7495, 0.4284], [-2.7029, -0.0831, -0.4089], [-1.3765, 0.7793, 0.2913], [-0.2074, 1.4237, -0.2798], [1.0593, 0.7048, 0.1090], [1.8681, -0.0743, -0.7240], [1.1108, -0.8593, 0.2289], [-0.3329, -2.4083, -0.6738], [-0.3115, -0.9359, -1.4950], [-1.1910, -1.2437, 1.5346], [-1.7826, 0.9369, 1.3344], [-0.1780, 2.4336, 0.0374], [-0.2573, 1.5049, -1.5132], [1.5842, 1.2046, 0.9964], [2.7825, 0.3509, -0.5222], [1.3289, -1.7457, 1.1649]],
  "smiles": "C1[C@@H]2S[C@@H]2C[C@@H]2N[C@H]12",
  "gap_ha": 0.3443,
  "multiplicity": 1,
  "de_lowest_ev": 4.780
}

=====

# 3
{
  "formula": "AsB3F6H12Sn",
  "method": "ωB97M-V/def2-TZVPD",
  "species": ["Sn", "B", "H", "H", "H", "H", "B", "H", "H", "H", "H", "B", "H", "H", "H", "H", "As", "F", "F", "F", "F", "F", "F"],
  "coordinates": [[1.8849, 0.0499, -0.8011], [-0.2851, -2.0925, 0.7001], [0.4586, -2.8607, 0.5553], [-1.3100, -2.4296, 0.7096], [-0.1809, -1.6459, 1.6768], [-0.1618, -1.3313, -0.0547], [0.9503, -2.1674, -2.9191], [0.2350, -2.5202, -2.1924], [0.9216, -2.8288, -3.7712], [0.6492, -1.1998, -3.2897], [1.9252, -2.1356, -2.4578], [-0.9092, 1.3062, -1.5455], [-1.8710, 1.3481, -2.0328], [-0.2189, 1.0212, -2.3243], [-0.6526, 2.2474, -1.0845], [-0.9919, 0.5248, -0.8061], [-0.0947, 2.1216, 2.8033], [-0.8075, 3.0545, 4.2114], [-1.0529, 0.7139, 3.3623], [0.6935, 1.1558, 1.5299], [0.9424, 3.5390, 2.2641], [1.2322, 1.5226, 3.8618], [-1.3563, 2.6067, 1.6046]],
  "gap_ha": 0.2386,
  "multiplicity": 1,
  "de_lowest_ev": 5.741,
  "charge": -2
}

=====

# 4
{
  "formula": "C31H32GaN6O2S2",
  "method": "ωB97M-V/def2-TZVPD",
  "species": ["Ga", "C", "C", "N", "C", "C", "C", "C", "C", "C", "C", "N", "C", "C", "C", "C", "C", "C", "C", "C", "N", "C", "H", "H", "H", "H", "H", "H", "H", "H", "H", "H", "H", "H", "C", "N", "C", "C", "C", "N", "C", "C", "H", "H", "H", "H", "H", "H", "H", "H", "H", "H", "H", "H", "H", "H", "H", "H", "O", "S", "O", "N", "C", "S", "C", "C", "C", "C", "C", "C", "H", "H", "H", "H"],
  "coordinates": [[-0.0913, 0.3937, 0.0398], [1.1678, 4.4200, 2.2630], [1.3330, 3.2135, 1.5763], [0.3229, 2.5395, 1.0190], [-0.9589, 3.0889, 1.1269], [-1.1962, 4.2685, 1.8800], [-0.0862, 4.9256, 2.4358], [-2.5234, 4.7365, 2.0410], [-3.5494, 4.0497, 1.4724], [-3.3302, 2.9086, 0.6682], [-2.0580, 2.4343, 0.4479], [-1.6284, 1.4872, -0.4033], [-2.0983, 1.2033, -1.7018], [-3.3099, 1.5159, -2.2540], [-3.5227, 1.2843, -3.6253], [-2.5031, 0.7778, -4.4048], [-1.2639, 0.4195, -3.8377], [-0.1025, 0.0982, -4.6705], [1.0095, -0.3356, -4.1049], [0.9932, -0.6500, -2.6358], [0.2002, 0.2490, -1.8280], [-1.0710, 0.5780, -2.4771], [2.0413, 4.9204, 2.6693], [2.3198, 2.7940, 1.4877], [-0.2395, 5.8429, 3.0021], [-2.7013, 5.6486, 2.6075], [-4.5734, 4.4035, 1.6073], [-4.1796, 2.4085, 0.2228], [-4.0856, 1.9790, -1.6617], [-4.4763, 1.5507, -4.0756], [-2.6319, 0.6857, -5.4821], [-0.1669, 0.2519, -5.7492], [1.9115, -0.5880, -4.6730], [1.9908, -0.7473, -2.2327], [1.9009, -2.6519, -0.1503], [1.6580, -1.3959, 0.6372], [2.9025, -0.5682, 0.5748], [1.3513, -1.8285, 2.0286], [0.6368, -0.7633, 2.8208], [-0.6488, -0.4065, 2.1844], [-1.3970, 0.3919, 3.1883], [-1.4928, -1.5778, 1.8058], [2.7923, -3.1556, 0.2309], [2.0599, -2.4199, -1.1657], [1.0473, -3.3252, -0.0698], [3.7481, -1.0972, 1.0238], [2.7747, 0.3600, 1.0973], [3.1522, -0.3583, -0.4689], [2.2722, -2.1092, 2.5394], [0.7460, -2.7260, 1.9893], [1.2464, 0.1328, 2.9109], [0.4642, -1.1095, 3.8395], [-1.5810, -0.2377, 4.0665], [-2.3382, 0.7292, 2.7961], [-0.8192, 1.2355, 3.4978], [-1.6168, -2.2732, 2.6450], [-1.0610, -2.1190, 0.9627], [-2.4731, -1.2112, 1.5081], [4.6404, -4.2303, -2.0046], [3.9845, -3.9994, -3.2553], [4.7437, -3.6783, -4.4166], [2.8273, -2.8121, -2.9869], [1.6419, -3.3270, -3.0471], [0.2232, -2.4311, -2.6405], [1.5437, -4.7742, -3.4075], [0.4253, -5.5695, -3.5899], [0.6264, -6.9023, -3.9485], [1.9098, -7.4124, -4.1210], [3.0302, -6.6116, -3.9394], [2.8141, -5.2985, -3.5821], [-0.5788, -5.1654, -3.4709], [-0.2330, -7.5531, -4.1056], [2.0372, -8.4532, -4.4087], [4.0361, -7.0042, -4.0785]],
  "gap_ha": 0.2451,
  "multiplicity": 1,
  "de_lowest_ev": 3.972,
  "charge": 1
}

=====

# 5
{
  "formula": "C24H36BrN7OSi",
  "method": "ωB97M-V/def2-TZVPD",
  "species": ["C", "N", "C", "Si", "N", "C", "C", "O", "Br", "H", "H", "H", "H", "H", "H", "H", "H", "H", "H", "H", "C", "C", "C", "N", "C", "H", "H", "H", "H", "H", "C", "C", "C", "N", "C", "H", "H", "H", "H", "H", "C", "C", "C", "N", "C", "H", "H", "H", "H", "H", "C", "C", "C", "N", "C", "H", "H", "H", "H", "H", "C", "C", "C", "N", "C", "H", "H", "H", "H", "H"],
  "coordinates": [[2.7141, 2.4409, 2.8489], [2.7735, 2.0867, 1.4405], [2.7960, 0.6495, 1.1912], [1.1122, -0.1881, 1.3551], [1.2313, -1.3980, 2.5826], [-0.1962, 1.1537, 1.6812], [-1.5234, 0.7437, 1.1625], [-2.1220, -0.2480, 1.4371], [-2.3038, 1.9917, -0.1212], [3.1536, 3.4224, 3.0115], [3.2576, 1.7227, 3.4823], [1.6789, 2.4876, 3.2004], [3.5570, 2.5441, 0.9982], [3.5251, 0.1232, 1.8307], [3.1123, 0.4755, 0.1599], [0.7335, -0.8679, 0.0979], [1.7180, -1.1028, 3.4207], [0.3745, -1.8593, 2.8641], [-0.3117, 1.2692, 2.7627], [0.1416, 2.0976, 1.2587], [-1.3044, -4.2805, -1.6811], [-1.1851, -3.5799, -2.9147], [-1.3423, -2.2476, -2.6404], [-1.5464, -2.1189, -1.2950], [-1.5261, -3.3495, -0.7011], [-1.2389, -5.3453, -1.5323], [-1.0042, -4.0050, -3.8880], [-1.3221, -1.3836, -3.2831], [-1.6781, -1.2490, -0.8125], [-1.6773, -3.4594, 0.3592], [-5.7512, -3.5490, 1.3994], [-6.1055, -3.3277, 0.0404], [-5.3061, -2.3176, -0.4280], [-4.4882, -1.9216, 0.5907], [-4.7498, -2.6647, 1.7066], [-6.1807, -4.2733, 2.0715], [-6.8556, -3.8525, -0.5272], [-5.2468, -1.8581, -1.4000], [-3.7912, -1.1990, 0.5418], [-4.2043, -2.5027, 2.6208], [2.2698, -2.4556, -4.3777], [3.4025, -1.9571, -5.0802], [3.8162, -0.8206, -4.4409], [2.9704, -0.6111, -3.3802], [2.0282, -1.6061, -3.3339], [1.6968, -3.3371, -4.6106], [3.8610, -2.3867, -5.9552], [4.6334, -0.1499, -4.6458], [3.0530, 0.1347, -2.7125], [1.2709, -1.6231, -2.5685], [3.3350, 4.5142, -4.4612], [2.0047, 4.6664, -3.9822], [1.4790, 3.4106, -3.8348], [2.4376, 2.5078, -4.2052], [3.5708, 3.1712, -4.5886], [4.0344, 5.3004, -4.6912], [1.4931, 5.5914, -3.7748], [0.5077, 3.0861, -3.5018], [2.3287, 1.5103, -4.1919], [4.4431, 2.6374, -4.9255], [-2.4975, 2.2093, 6.0352], [-2.0077, 1.0630, 5.3521], [-0.6405, 1.1447, 5.3516], [-0.2863, 2.2941, 6.0059], [-1.4124, 2.9465, 6.4266], [-3.5285, 2.4606, 6.2184], [-2.5926, 0.2715, 4.9133], [0.1058, 0.4805, 4.9476], [0.6538, 2.6114, 6.1541], [-1.3485, 3.8758, 6.9659]],
  "smiles": "CNC[Si@@H](N)CC(=O)Br.c1cc[nH]c1.c1cc[nH]c1.c1cc[nH]c1.c1cc[nH]c1.c1cc[nH]c1",
  "gap_ha": 0.3004,
  "multiplicity": 1
}

=====

# 6
{
  "formula": "C19H19N4OP",
  "method": "ωB97M-V/def2-TZVPD",
  "species": ["C", "P", "O", "C", "C", "C", "C", "C", "N", "C", "C", "N", "C", "H", "H", "H", "H", "H", "H", "H", "H", "H", "C", "C", "C", "N", "C", "C", "H", "H", "H", "H", "H", "C", "C", "C", "N", "C", "C", "H", "H", "H", "H", "H"],
  "coordinates": [[3.1400, -1.5983, 3.2628], [1.4514, -2.3051, 3.4425], [1.4722, -3.4533, 2.2457], [0.3498, -1.0154, 2.7216], [0.7937, 0.2696, 2.5849], [-0.0326, 1.2969, 2.0792], [-1.3083, 0.9875, 1.6971], [-1.8083, -0.3215, 1.8231], [-3.0946, -0.5719, 1.4380], [-3.4839, -1.8069, 1.5820], [-2.6624, -2.8154, 2.1160], [-1.4375, -2.6084, 2.5071], [-0.9851, -1.3319, 2.3449], [3.5532, -1.2843, 4.2114], [3.1873, -0.7922, 2.5315], [3.7493, -2.4029, 2.8607], [1.7036, -3.0229, 1.4097], [1.7976, 0.5386, 2.8681], [0.3701, 2.2902, 1.9787], [-1.9438, 1.7548, 1.2819], [-4.4936, -2.0559, 1.2874], [-3.0655, -3.8137, 2.2157], [-1.7886, 4.3178, -2.5932], [-1.0517, 3.1455, -2.6103], [-0.2253, 2.8736, -1.5307], [-0.0955, 3.6733, -0.4769], [-0.8125, 4.7969, -0.4758], [-1.6687, 5.1639, -1.5022], [-2.4469, 4.5681, -3.4152], [-1.1147, 2.4547, -3.4399], [0.3659, 1.9637, -1.4951], [-0.6894, 5.4316, 0.3951], [-2.2269, 6.0881, -1.4459], [1.2107, -1.9452, -4.0780], [0.2381, -1.3042, -3.3290], [0.4123, -1.2264, -1.9549], [1.4618, -1.7327, -1.3156], [2.3883, -2.3488, -2.0491], [2.3113, -2.4800, -3.4267], [1.1132, -2.0279, -5.1529], [-0.6373, -0.8740, -3.7962], [-0.3200, -0.7317, -1.3237], [3.2308, -2.7553, -1.5004], [3.0930, -2.9887, -3.9735]],
  "smiles": "CP(O)c1cccc2nccnc12.c1ccncc1.c1ccncc1",
  "gap_ha": 0.2952,
  "multiplicity": 1
}

=====

# 7
{
  "formula": "C2H5NO3",
  "method": "ωB97M-V/def2-TZVPD",
  "species": ["N", "C", "O", "H", "H", "H", "O", "C", "O", "H", "H"],
  "coordinates": [[1.8510, 1.0357, 0.9810], [0.6913, 0.5476, 0.4823], [0.3994, 0.8087, -0.7129], [2.2568, 0.6940, 1.8396], [2.4107, 1.6406, 0.3941], [0.2093, -0.1216, 1.2083], [-1.7662, -0.4753, -2.0819], [-1.4691, -0.4848, -0.9011], [-1.3919, -1.6595, -0.2173], [-1.6029, 0.3600, -0.1093], [-1.5886, -2.3455, -0.8828]],
  "smiles": "NC=O.O=CO",
  "gap_ha": 0.3938,
  "multiplicity": 1,
  "de_lowest_ev": 1.003
}

=====

# 8
{
  "formula": "C7H10BN2O4",
  "method": "ωB97M-V/def2-TZVPD",
  "species": ["C", "O", "N", "C", "C", "O", "C", "B", "C", "N", "C", "C", "O", "O", "H", "H", "H", "H", "H", "H", "H", "H", "H", "H"],
  "coordinates": [[1.0017, -0.8367, -1.8181], [0.0175, -0.3022, -0.9873], [0.6530, 0.0849, 0.1743], [1.5838, 1.1670, 0.1079], [0.2768, -0.4481, 1.3484], [0.9669, -0.2103, 2.3275], [-0.9400, -1.3351, 1.3392], [-2.2918, -0.4915, 0.8486], [-3.0706, -1.3758, -0.0871], [-3.5321, -2.2047, -0.7459], [-2.6120, 0.9029, 1.2983], [-2.4755, 2.0242, -0.0333], [-3.5571, 2.3005, -0.5100], [-1.3457, 2.2405, -0.4073], [0.5260, -1.3241, -2.6007], [1.6359, -1.7137, -1.5105], [1.3954, 0.0797, -2.4036], [2.6166, 0.7455, -0.1286], [1.3881, 1.7348, -0.8819], [1.5369, 1.7038, 1.0344], [-1.1443, -1.8277, 2.3702], [-0.8346, -2.1337, 0.6162], [-3.7332, 1.1945, 1.3970], [-1.9766, 1.3467, 1.9452]],
  "smiles": "CON(C)C(=O)CB(C#N)CC(=O)[O-]",
  "gap_ha": 0.2881,
  "multiplicity": 1,
  "charge": -1
}

=====

# 9
{
  "formula": "C4H9NO2",
  "method": "ωB97M-V/def2-TZVPD",
  "species": ["C", "C", "C", "N", "H", "H", "H", "H", "H", "H", "H", "O", "C", "O", "H", "H"],
  "coordinates": [[-2.1917, -0.0812, 0.3473], [-1.0911, 0.5176, -0.0970], [-0.8215, 0.7534, -1.5611], [-0.0034, 0.8606, 0.7524], [-2.3466, -0.2579, 1.4051], [-2.9428, -0.4452, -0.3364], [0.0924, 0.2270, -1.8425], [-0.6827, 1.8166, -1.7668], [-1.6659, 0.3821, -2.1337], [0.4421, 1.7114, 0.4309], [-0.3047, 0.9504, 1.7154], [3.6530, -2.0527, 0.8597], [2.6927, -1.4162, 0.5388], [1.5154, -1.4842, 1.1557], [2.7030, -0.7616, -0.3519], [0.9519, -0.7198, 0.8839]],
  "smiles": "C=C(C)N.O=CO",
  "gap_ha": 0.3643,
  "multiplicity": 1,
  "de_lowest_ev": 1.238
}

=====

# 10
{
  "formula": "C10H15N8O2PdS",
  "method": "ωB97M-V/def2-TZVPD",
  "species": ["Pd", "N", "C", "C", "C", "O", "O", "H", "H", "H", "H", "H", "H", "N", "C", "N", "C", "N", "C", "C", "N", "C", "C", "N", "H", "H", "H", "H", "H", "N", "C", "N", "S", "H", "H", "H", "H"],
  "coordinates": [[0.3864, 0.1932, 0.2003], [2.5582, 0.4283, 1.1346], [3.4816, -0.4106, 0.3385], [2.8086, -1.7404, 0.0343], [1.7284, -1.5153, -1.0398], [2.1069, -1.1061, -2.1385], [0.5066, -1.7793, -0.7107], [2.8527, 1.3963, 1.1421], [2.5256, 0.0961, 2.0903], [4.4222, -0.5751, 0.8700], [3.6989, 0.1011, -0.5976], [2.3584, -2.1485, 0.9418], [3.5229, -2.4568, -0.3701], [-1.7547, -2.6782, 2.6795], [-0.5376, -2.2730, 2.3055], [-0.6353, -1.0640, 1.8029], [-1.9725, -0.7839, 1.8689], [-2.6772, -1.7473, 2.4065], [-2.5151, 0.4713, 1.3642], [-3.6860, 1.0412, 1.8586], [-4.1289, 2.2025, 1.4053], [-3.4204, 2.8048, 0.4587], [-2.2595, 2.2397, -0.0538], [-1.8135, 1.0732, 0.4004], [-2.0311, -3.5488, 3.1033], [0.3627, -2.8536, 2.4146], [-4.2596, 0.5453, 2.6318], [-3.7892, 3.7580, 0.1021], [-1.6886, 2.7208, -0.8373], [-0.5999, 0.5080, -3.0080], [0.5613, 1.1406, -2.8725], [1.3143, 1.3358, -3.9428], [1.0090, 1.9273, -1.4032], [-0.7177, -0.1147, -3.7921], [-1.0929, 0.2423, -2.1769], [1.1590, 0.8058, -4.7852], [2.2161, 1.7637, -3.8258]],
  "gap_ha": [0.2425, 0.2428],
  "multiplicity": 1,
  "de_lowest_ev": 1.089,
  "charge": 1
}

=====

# 11
{
  "formula": "C23H47NO6PY",
  "method": "ωB97M-V/def2-TZVPD",
  "species": ["Y", "C", "C", "O", "C", "C", "O", "C", "C", "O", "C", "C", "O", "C", "C", "O", "H", "H", "H", "H", "H", "H", "H", "H", "H", "H", "H", "H", "H", "H", "H", "H", "H", "H", "H", "H", "C", "C", "C", "C", "P", "N", "C", "C", "C", "C", "C", "C", "C", "C", "H", "H", "H", "H", "H", "H", "H", "H", "H", "H", "H", "H", "H", "H", "H", "H", "H", "H", "H", "H", "H", "H", "H", "H", "H", "H", "H", "O", "C"],
  "coordinates": [[-0.0982, -0.1846, -0.6687], [-3.3075, 0.8871, -0.8756], [-3.4438, -0.2576, 0.0882], [-2.3403, -1.1541, -0.1322], [-2.6276, -2.5536, -0.2851], [-1.6086, -3.1092, -1.2367], [-0.2817, -2.6994, -0.8747], [0.4668, -3.5013, 0.0436], [0.4398, -2.9321, 1.4250], [0.8283, -1.5424, 1.3472], [1.5423, -1.0573, 2.4972], [-0.5137, 0.5108, 2.7734], [-0.7096, 1.0867, 1.4679], [-1.6042, 2.2177, 1.4762], [-1.8208, 2.6223, 0.0444], [-2.0038, 1.4838, -0.8033], [-4.0767, 1.6366, -0.6937], [-3.4047, 0.5231, -1.8924], [-4.3850, -0.7706, -0.1000], [-3.4318, 0.0604, 1.1265], [-3.6169, -2.6873, -0.7166], [-2.6079, -3.0372, 0.6884], [-1.7707, -2.7101, -2.2323], [-1.6698, -4.1941, -1.2727], [1.4885, -3.5126, -0.3270], [0.0931, -4.5238, 0.0537], [1.1544, -3.4796, 2.0382], [-0.5441, -2.9952, 1.8896], [2.6015, -0.9728, 2.2820], [1.4137, -1.7462, 3.3358], [-0.8294, 1.2089, 3.5412], [-1.0901, -0.4103, 2.8467], [-1.1556, 3.0404, 2.0283], [-2.5295, 1.9297, 1.9713], [-0.9490, 3.1435, -0.3459], [-2.6733, 3.2960, -0.0312], [0.2893, 2.7962, -3.5738], [0.7032, 1.7466, -4.6257], [-0.5299, 1.5536, -5.5319], [1.8629, 2.2834, -5.4774], [1.0130, 0.0860, -3.8185], [-0.0503, -0.1174, -2.6491], [2.7440, 0.0249, -3.0710], [2.8650, -1.1160, -2.0470], [3.8798, -0.1313, -4.0906], [2.9833, 1.3150, -2.2686], [0.8044, -1.2706, -5.1012], [1.5018, -1.0004, -6.4437], [1.3534, -2.5826, -4.5113], [-0.7050, -1.4879, -5.3523], [-0.1670, 3.6385, -4.1017], [1.1210, 3.1972, -3.0024], [-0.4637, 2.3934, -2.8960], [-0.8479, 2.5398, -5.8810], [-1.3683, 1.1002, -4.9957], [-0.3116, 0.9549, -6.4159], [1.5034, 3.1480, -6.0435], [2.2281, 1.5560, -6.2032], [2.7079, 2.6277, -4.8790], [2.8699, -2.1077, -2.4812], [2.0608, -1.1156, -1.3204], [3.7881, -0.9832, -1.4766], [3.8835, -1.1178, -4.5530], [4.8408, -0.0109, -3.5765], [3.8393, 0.6176, -4.8793], [2.1757, 1.5325, -1.5618], [3.0983, 2.1932, -2.8950], [3.9024, 1.2048, -1.6859], [2.5765, -0.8457, -6.3459], [1.0778, -0.1430, -6.9676], [1.3593, -1.8716, -7.0919], [2.4415, -2.5995, -4.4673], [1.0530, -3.4009, -5.1709], [0.9449, -2.7883, -3.5176], [-1.1008, -0.8144, -6.1117], [-1.2966, -1.3691, -4.4437], [-0.8462, -2.5084, -5.7213], [1.6998, 1.1334, 3.3792], [0.9853, 0.2824, 2.9324]],
  "gap_ha": 0.3096,
  "multiplicity": 1,
  "de_lowest_ev": 1.693,
  "charge": 2
}